Density functional theory data (ωB97M-V/def2-TZVPD) for the molecule C7H8 in a non-equilibrium geometry.

As for the energy relative to the best compared isomer or geometry (same formula, charge and spin): 3.690 eV. The molar mass comes out at 92.1 u. For the orbital gap, the calculation gives 8.138 eV. The lowest unoccupied orbital energy comes out at 0.10 eV. The total energy comes out at -271.39586 a.u. The value obtained for the HOMO energy is -8.04 eV. The spin multiplicity is 1.

Each line ends with the Löwdin charge.
Positions of all 15 atoms, in Å:
C: -0.606 0.992 -1.303  -0.121
C: -0.616 -1.706 1.321  -0.040
C: -0.126 -0.661 0.351  -0.275
C: -0.696 -0.334 -0.884  -0.080
C: -0.042 1.920 -0.434  -0.077
C: 1.156 1.309 -0.052  -0.125
C: 1.118 -0.003 0.387  -0.085
H: -1.036 -1.145 -1.514  0.115
H: 1.995 -0.615 0.560  0.116
H: -0.248 -1.516 2.338  0.080
H: -1.713 -1.712 1.385  0.081
H: -0.228 2.991 -0.441  0.103
H: -0.671 1.334 -2.331  0.114
H: -0.291 -2.704 1.023  0.077
H: 2.034 1.826 -0.427  0.116

=====

Density functional theory data (ωB97M-V/def2-TZVPD) for a 6-piece molecular cluster, C18H36O18 overall in a non-equilibrium geometry.

As for the energy relative to the best compared isomer or geometry (same formula, charge and spin): 1.394 eV. The molar mass comes out at 540.5 u. For the orbital gap, the calculation gives 10.919 eV. The lowest unoccupied orbital energy comes out at 0.50 eV. The total energy comes out at -2061.76604 a.u. The value obtained for the HOMO energy is -10.42 eV. The spin multiplicity is 1.

Each line ends with the Löwdin charge.
Positions of all 72 atoms, in Å:
O: 2.578 5.088 -28.710  -0.001
O: -1.815 9.083 -22.339  0.132
O: 10.985 11.073 -20.929  -0.002
O: -0.942 8.650 -27.458  0.129
O: 5.885 11.157 -24.416  -0.023
O: 3.522 7.062 -28.580  -0.010
O: 9.865 10.404 -22.640  0.022
O: 7.708 17.355 -24.583  0.002
O: 6.143 16.733 -23.289  0.008
O: 4.693 9.915 -25.691  0.039
O: 8.018 15.437 -23.469  0.128
O: -0.184 8.212 -23.541  0.024
O: 1.797 6.603 -27.261  0.144
O: 9.082 12.145 -21.445  0.121
O: 0.010 8.649 -29.481  0.027
O: -1.962 7.790 -29.273  0.023
O: 3.843 11.875 -24.974  0.125
O: -0.473 10.385 -23.596  -0.025
C: -0.902 9.224 -23.093  -0.630
C: 11.221 11.897 -19.795  -0.034
C: 1.050 9.441 -28.953  -0.053
C: -0.973 8.396 -28.628  -0.620
C: 8.717 10.263 -23.447  -0.050
C: 1.618 4.135 -28.299  -0.032
C: 5.521 15.939 -22.285  -0.036
C: 6.167 12.408 -23.761  -0.022
C: -1.166 11.567 -23.207  -0.028
C: 9.065 17.421 -24.988  -0.045
C: 7.376 16.428 -23.695  -0.615
C: 3.595 9.591 -26.501  -0.056
C: -3.128 7.553 -28.511  -0.052
C: 0.891 8.438 -24.459  -0.041
C: 2.572 6.261 -28.103  -0.616
C: 9.899 11.289 -21.668  -0.616
C: 4.688 6.533 -29.187  -0.039
C: 4.711 11.048 -25.031  -0.628
H: 4.939 5.519 -28.889  0.098
H: 10.886 11.372 -18.899  0.097
H: 6.196 15.353 -21.659  0.095
H: 1.299 7.466 -24.707  0.088
H: 3.906 9.392 -27.529  0.087
H: 5.719 12.426 -22.769  0.108
H: 8.801 9.226 -23.785  0.101
H: 12.304 11.971 -19.696  0.092
H: 9.395 16.427 -25.312  0.093
H: 4.531 6.492 -30.270  0.098
H: -3.584 6.644 -28.906  0.094
H: -0.399 12.317 -23.050  0.095
H: 1.707 3.209 -28.860  0.095
H: 1.765 3.894 -27.245  0.102
H: 0.603 10.315 -28.465  0.104
H: 10.758 12.867 -19.964  0.094
H: 5.774 13.143 -24.463  0.097
H: 4.966 16.576 -21.603  0.092
H: -2.939 7.462 -27.443  0.093
H: -3.921 8.302 -28.602  0.097
H: 1.694 9.862 -29.720  0.103
H: 2.936 10.455 -26.638  0.100
H: 1.624 9.076 -23.965  0.097
H: 5.534 7.207 -29.077  0.096
H: -1.856 11.881 -23.995  0.095
H: -1.832 11.358 -22.370  0.090
H: 7.768 10.315 -22.919  0.091
H: 7.246 12.468 -23.684  0.068
H: 4.891 15.221 -22.811  0.092
H: 0.592 4.484 -28.417  0.100
H: 1.651 8.986 -28.169  0.054
H: 8.691 10.844 -24.368  0.099
H: 0.570 8.927 -25.377  0.080
H: 9.215 17.988 -25.903  0.092
H: 2.952 8.755 -26.231  0.072
H: 9.675 17.761 -24.156  0.100

=====

Density functional theory data (ωB97M-V/def2-TZVPD) for the molecule C3H6N4S in a non-equilibrium geometry.

As for the energy relative to the best compared isomer or geometry (same formula, charge and spin): 2.121 eV. The molar mass comes out at 130.2 u. For the orbital gap, the calculation gives 9.066 eV. The lowest unoccupied orbital energy comes out at -0.13 eV. The total energy comes out at -735.06786 a.u. The value obtained for the HOMO energy is -9.20 eV. The spin multiplicity is 1.

Each line ends with the Löwdin charge.
Positions of all 14 atoms, in Å:
S: 1.615 2.190 0.628  0.728
N: -0.073 0.227 0.499  -0.120
N: 0.708 -1.321 -0.998  0.136
N: -1.373 -1.827 0.994  0.106
N: -0.069 0.840 -1.692  0.123
C: 0.147 -0.132 -0.776  -0.579
C: 0.629 1.160 1.284  -0.684
C: -0.838 -0.696 1.332  -0.213
H: 0.508 1.020 2.424  0.104
H: 0.921 -1.603 -1.927  0.026
H: -0.044 1.798 -1.339  0.059
H: -1.080 -1.975 0.013  0.024
H: 0.122 0.535 -2.730  0.169
H: -1.174 -0.216 2.287  0.119

=====

Density functional theory data (ωB97M-V/def2-TZVPD) for a 2-piece molecular cluster, C6H17N2 overall in a non-equilibrium geometry.

As for the energy relative to the best compared isomer or geometry (same formula, charge and spin): 2.000 eV. The molar mass comes out at 117.2 u. For the orbital gap, the calculation gives 9.590 eV. The lowest unoccupied orbital energy comes out at -3.37 eV. The total energy comes out at -348.01734 a.u. As for the total charge: +1. The value obtained for the HOMO energy is -12.96 eV. The spin multiplicity is 1.

Each line ends with the Löwdin charge.
Positions of all 25 atoms, in Å:
N: 0.982 1.575 3.240  -0.014
N: 0.578 -0.969 -0.554  0.210
C: 0.424 1.055 2.014  -0.365
C: 0.643 -1.474 -1.969  -0.324
C: 1.779 -1.273 -2.674  0.126
C: -0.889 1.801 1.553  -0.221
C: -1.572 1.484 0.159  -0.113
C: -0.665 -2.150 -2.333  -0.029
H: 1.450 -0.686 -0.148  0.140
H: -0.143 -0.251 -0.383  0.096
H: -0.717 -3.010 -1.604  0.105
H: -1.643 1.675 2.405  0.126
H: 0.204 1.512 3.909  0.080
H: 1.573 0.815 3.637  0.091
H: 1.745 -1.638 -3.698  0.090
H: -0.663 2.898 1.478  0.119
H: -1.592 -1.514 -2.191  0.111
H: 1.156 1.184 1.161  0.101
H: -2.303 2.247 -0.115  0.083
H: -2.070 0.525 0.225  0.058
H: 2.674 -0.792 -2.283  0.086
H: 0.258 -0.089 2.112  0.112
H: 0.300 -1.763 0.053  0.176
H: -0.859 1.464 -0.687  0.066
H: -0.650 -2.628 -3.309  0.091

=====

Density functional theory data (ωB97M-V/def2-TZVPD) for a 8-piece molecular cluster, C27H68N8O8 overall in a non-equilibrium geometry.

As for the energy relative to the best compared isomer or geometry (same formula, charge and spin): 0.000 eV. The molar mass comes out at 632.9 u. For the orbital gap, the calculation gives 9.038 eV. The lowest unoccupied orbital energy comes out at 0.20 eV. The total energy comes out at -2109.50070 a.u. The value obtained for the HOMO energy is -8.84 eV. The spin multiplicity is 1.

Each line ends with the Löwdin charge.
Positions of all 111 atoms, in Å:
O: 0.543 1.917 -2.044  -0.064
O: -1.410 -3.054 1.444  -0.054
O: 2.009 -2.479 4.003  0.025
O: -1.623 5.402 0.177  -0.104
O: -1.647 3.615 2.104  0.026
O: -2.324 -0.748 3.203  -0.054
O: 1.470 1.967 0.745  -0.103
O: 2.981 4.670 0.822  -0.112
N: 3.813 -2.938 2.759  0.152
N: -0.101 -0.400 2.962  0.222
N: -2.631 -3.651 0.933  -0.086
N: 1.730 -3.084 1.822  0.184
N: 1.830 1.593 -2.550  -0.038
N: -2.442 1.522 1.591  0.150
N: -2.111 2.138 3.815  0.160
N: -0.971 -1.830 4.577  0.194
C: 1.595 0.422 -3.389  -0.494
C: 2.551 3.805 -2.141  -0.048
C: -1.178 -4.770 -0.869  -0.002
C: 3.760 1.126 0.892  -0.065
C: -1.485 4.430 -0.819  -0.285
C: 2.938 0.139 -4.116  -0.137
C: -4.103 -5.713 -0.314  -0.158
C: -1.151 -0.932 3.579  -0.678
C: 2.319 1.005 1.304  -0.342
C: -1.847 -5.768 2.134  0.001
C: -3.001 -4.761 1.800  -0.478
C: 1.278 3.533 -4.196  -0.023
C: -4.237 -5.403 1.125  -0.169
C: 2.454 -2.843 2.937  -0.688
C: 2.746 5.833 1.589  -0.296
C: -3.741 -4.350 -0.957  -0.136
C: 1.302 5.900 2.093  -0.071
C: -2.894 3.746 -1.267  -0.041
C: 2.239 2.821 -3.253  -0.509
C: -2.251 -2.492 -1.106  -0.025
C: -2.040 2.521 2.454  -0.601
C: 0.415 0.436 -4.432  0.002
C: 1.330 -0.757 -2.491  -0.047
C: -2.405 -3.898 -0.442  -0.528
C: 3.572 2.530 -3.983  -0.135
C: 3.383 1.339 -4.872  -0.215
C: -3.425 -4.057 3.083  -0.029
H: 2.155 1.042 2.378  0.103
H: -1.110 -4.754 -1.957  0.088
H: -0.369 1.016 -4.020  0.067
H: 1.595 4.533 -4.445  0.083
H: 2.014 -3.684 1.064  0.109
H: 4.398 -2.692 3.527  0.097
H: -0.294 -4.402 -0.407  0.055
H: 4.115 2.124 1.001  0.056
H: 2.837 6.676 0.876  0.122
H: 1.953 0.010 0.974  0.104
H: 2.830 4.805 -2.568  0.115
H: 1.450 -1.740 -2.818  0.065
H: 3.417 3.489 -1.560  0.082
H: 0.304 -0.704 -2.149  0.066
H: 1.671 3.840 -1.477  0.077
H: -0.821 3.664 -0.391  0.086
H: -5.122 -6.025 -0.715  0.134
H: 4.386 2.316 -3.244  0.131
H: 1.155 6.819 2.614  0.064
H: 0.391 3.643 -3.622  0.064
H: 0.978 3.094 -5.161  0.085
H: -0.025 -2.101 4.803  0.079
H: -2.645 3.137 -2.096  0.039
H: -5.055 -4.731 1.259  0.109
H: 3.913 3.378 -4.589  0.127
H: -2.513 -2.553 -2.186  0.094
H: 4.323 1.212 -5.377  0.108
H: 4.207 -3.404 1.933  0.112
H: 2.766 -0.794 -4.713  0.138
H: -1.733 -2.486 4.734  0.099
H: 3.448 5.866 2.393  0.101
H: 1.951 -0.695 -1.592  0.083
H: 2.688 4.823 -0.101  0.052
H: -4.613 -6.130 1.864  0.129
H: -3.257 3.168 -0.482  0.014
H: 3.864 0.953 -0.190  0.075
H: -2.304 1.654 0.583  0.093
H: -2.967 -1.801 -0.699  0.081
H: 0.684 5.862 1.201  0.058
H: 4.367 0.443 1.467  0.069
H: -1.245 -2.080 -1.005  0.064
H: -1.216 -5.844 -0.677  0.061
H: -2.496 0.505 1.905  0.081
H: 3.668 -0.053 -3.309  0.124
H: 0.758 -3.113 2.056  0.064
H: 2.627 1.535 -5.630  0.103
H: 0.641 1.931 -1.078  0.064
H: 1.857 2.864 0.958  0.090
H: -3.597 4.502 -1.659  0.078
H: -2.537 -3.955 3.684  0.048
H: -4.485 -3.652 -0.661  0.116
H: -1.448 -6.302 1.264  0.069
H: -1.120 4.966 -1.699  0.102
H: 0.984 5.017 2.705  0.090
H: 0.817 -0.816 3.090  0.079
H: -3.743 -4.248 -2.036  0.116
H: -4.057 -4.761 3.609  0.085
H: -2.498 1.266 4.067  0.050
H: -0.353 0.141 2.175  0.083
H: -0.002 -0.484 -4.727  0.073
H: -3.863 -3.049 3.006  0.101
H: -1.474 4.980 1.012  0.001
H: -3.448 -6.572 -0.378  0.104
H: -1.036 -5.291 2.556  0.036
H: -1.828 2.769 4.551  0.102
H: 0.696 0.992 -5.275  0.038
H: -1.761 -2.182 1.715  0.076
H: -2.112 -6.422 2.964  0.090